No. 1
The following is a quantum chemistry calculation of C21H31F5P2Pb as an isolated structure at a distorted geometry, from the OMol25 dataset.

Values from the calculation:
- E (Ha) = -2192.661396
- E_LUMO (spin up / spin down) (eV) = -9.01 / -9.37
- maximum force (eV Å⁻¹) = 3.7
- frontier orbital gap (spin up / spin down) (Eh) = 0.1758 / 0.1623

ORCA input file:
```
! RIJCOSX wB97M-V def2-TZVPD def2/J DEFGRID3
* xyz 2 1
P -1.86743 -3.23835 0.89461
P -1.81488 1.44571 0.95133
C -2.49362 -1.44080 0.61878
C -1.77793 -0.22546 -0.04271
H -2.79974 -1.15287 1.64362
H -3.43274 -1.62343 0.04791
H -0.74971 -0.49768 -0.35529
H -2.25312 0.03762 -1.01263
C -3.03110 2.58435 0.12489
H -3.94902 2.46272 0.72602
H -3.16038 2.34405 -0.96114
H -2.63898 3.61564 0.25484
C -0.33767 2.42088 0.42891
H -0.55577 3.18115 -0.33278
H 0.48050 1.83865 0.00900
H 0.12021 2.91214 1.29124
C -2.41078 -4.11563 -0.65787
H -2.45534 -5.17782 -0.36768
H -1.68574 -3.98217 -1.50239
H -3.41161 -3.78315 -0.95647
C -0.08407 -3.26133 0.48745
H 0.14432 -2.73097 -0.42443
H 0.19927 -4.30617 0.33457
H 0.53277 -2.79058 1.25018
Pb 1.92028 0.01660 -0.26056
C 1.43048 1.48218 -2.25216
C 0.07463 1.47968 -2.37128
C -0.75609 0.55806 -3.17860
C -0.06342 -0.77528 -3.48347
C 0.69101 -1.30735 -2.31882
C 2.08338 -1.23887 -2.10130
C 3.03052 -0.34761 -2.95936
C 2.32436 0.94502 -3.36218
C 2.20597 -1.18101 2.12628
H 1.92466 2.24529 -1.61861
H -0.49530 2.37286 -2.08943
H -1.09303 1.00097 -4.14019
H -1.70938 0.36340 -2.64632
H -0.85567 -1.50784 -3.70120
H 0.52989 -0.73528 -4.40122
H 0.12298 -2.18501 -1.95598
H 2.59088 -2.11797 -1.62841
H 3.39484 -0.90014 -3.83343
H 3.93334 -0.09019 -2.37440
H 3.09310 1.68351 -3.63408
H 1.77812 0.79036 -4.30237
H 2.63116 -0.47633 2.86102
H 2.88272 -2.03883 2.03711
H 1.20135 -1.43321 2.47828
F -0.79663 -0.37127 2.95390
C -0.12527 0.77765 3.32359
C 1.05312 1.16147 2.70861
C 1.89655 1.92740 3.46281
F 3.20007 2.05119 3.12103
C 1.47913 2.51331 4.69982
F 2.33536 3.21638 5.44823
C 0.18573 2.27887 5.17106
F -0.21603 2.84991 6.33114
C -0.62015 1.40139 4.49964
F -1.83008 1.07419 4.94090
*
```

---

No. 2
The following is a quantum chemistry calculation of a single C5H11N molecule at a distorted geometry, from the OMol25 dataset.

Values from the calculation:
- E (Ha) = -251.776788
- E_LUMO (eV) = 1.15
- energy above the lowest of the compared OMol25 structures with the same formula, charge and spin (kJ/mol) = 225.12
- maximum force (eV Å⁻¹) = 3.4
- structure (SMILES) = CC/C=C/NC
- frontier orbital gap (Eh) = 0.3190

ORCA input file:
```
! RIJCOSX wB97M-V def2-TZVPD def2/J DEFGRID3
* xyz 0 1
C 0.68463 1.73999 1.99307
C 1.14105 0.45458 1.25418
C 0.84000 0.57596 -0.24650
C 0.47368 -0.50389 -0.95679
N -0.56166 -0.82055 -1.80701
C -1.68617 -1.73784 -1.52608
H 1.32027 2.52429 1.53616
H 0.70422 1.76984 3.08411
H -0.30900 2.02575 1.62461
H 2.23141 0.21634 1.31935
H 0.59726 -0.36611 1.73160
H 0.66891 1.59616 -0.59899
H 0.79526 -1.38178 -0.37180
H -0.89388 -0.19435 -2.51954
H -1.85168 -1.79791 -0.45343
H -2.55300 -1.35794 -2.08040
H -1.60129 -2.74254 -1.98255
*
```

---

No. 3
The following is a quantum chemistry calculation of C36H35ClF5N7OPdS2 as an isolated structure, from the OMol25 dataset.

Values from the calculation:
- E (Ha) = -3734.550793
- E_LUMO (spin up / spin down) (eV) = -5.38 / -8.70
- energy above the lowest of the compared OMol25 structures with the same formula, charge and spin (kJ/mol) = 40.28
- maximum force (eV Å⁻¹) = 0.6
- expectation value of S² = 6.051
- frontier orbital gap (spin up / spin down) (Eh) = 0.2702 / 0.1479

ORCA input file:
```
! RIJCOSX wB97M-V def2-TZVPD def2/J DEFGRID3
* xyz 2 5
Pd 0.28255 0.18273 0.33077
F -2.49524 -4.88251 -3.95964
C -1.66253 -4.09649 -3.35120
C -2.13663 -2.94869 -2.70582
F -3.42136 -2.66446 -2.71754
C -1.25097 -2.12778 -2.06536
F -1.73687 -1.02630 -1.51505
C 0.13171 -2.41509 -1.98761
S 1.30278 -1.50083 -1.15052
C 0.57046 -3.57612 -2.67491
F 1.84406 -3.88586 -2.66585
C -0.30294 -4.39483 -3.34814
F 0.13306 -5.46180 -3.98045
N -1.18894 -1.32146 1.55667
C -1.18351 -1.04584 2.95966
C -1.49189 -1.97195 3.91106
C -1.56258 -1.60418 5.27190
C -1.33967 -0.31538 5.65407
C -0.97531 0.65564 4.69250
C -0.69504 1.99924 5.01951
C -0.28962 2.86459 4.04289
C -0.15466 2.39041 2.73192
N -0.43148 1.14896 2.37592
C -0.86181 0.27722 3.33682
H -1.33148 -2.30072 1.35612
H -1.93061 -0.79004 1.11374
H -1.71292 -2.99424 3.62295
H -1.82763 -2.35170 6.00723
H -1.42895 -0.02069 6.69231
H -0.80169 2.33040 6.04621
H -0.05881 3.89910 4.26022
H 0.19061 3.06114 1.95272
C 2.64678 4.17825 -2.61310
C 2.09120 4.47521 -4.00934
C 3.08971 5.41580 -4.70096
C 2.06655 3.18133 -4.84381
C 0.66390 5.12809 -4.00240
O 0.29164 5.38720 -5.36481
C 0.54342 6.50012 -3.28381
C 0.29248 6.68473 -1.77652
C 1.48935 6.67760 -0.85895
C 2.57003 7.52617 -1.07728
C 3.66329 7.53628 -0.22316
C 3.67883 6.69354 0.87685
Cl 5.04148 6.68774 1.94452
C 2.60416 5.86310 1.13306
C 1.52103 5.86240 0.26448
C -0.51794 4.16394 -3.67986
N -0.57311 3.36652 -2.44705
C -0.08839 2.15113 -2.22236
N -0.46002 1.74497 -1.01739
C -1.19864 2.78972 -0.53121
N -1.30102 3.77394 -1.38140
H 3.54384 3.55963 -2.71653
H 1.94939 3.64184 -1.96587
H 2.93656 5.09265 -2.09546
H 4.08409 4.96676 -4.65463
H 3.15742 6.39192 -4.21803
H 2.85535 5.55468 -5.75837
H 3.08892 2.88165 -5.08227
H 1.53448 3.33414 -5.78251
H 1.60375 2.34641 -4.31654
H 0.83064 6.10464 -5.71375
H -0.30929 6.95963 -3.78507
H 1.41611 7.09119 -3.56883
H -0.45844 5.98660 -1.41661
H -0.16390 7.67498 -1.69109
H 2.56294 8.19733 -1.93056
H 4.49614 8.20718 -0.39357
H 2.62131 5.22508 2.00724
H 0.67233 5.21220 0.46603
H -0.57944 3.47056 -4.51433
H -1.42060 4.76725 -3.69244
H 0.47993 1.57280 -2.92988
H -1.68800 2.78454 0.42979
C 6.45554 3.31590 -1.31338
C 5.58444 2.13104 -1.04513
C 5.95802 0.82519 -1.40435
C 5.07447 -0.20826 -1.12611
N 3.90878 0.00540 -0.52216
C 3.67597 1.26735 -0.17941
S 2.24663 1.60356 0.73736
N 4.42791 2.33320 -0.42298
H 6.90948 3.25341 -2.30312
H 7.26540 3.34416 -0.58059
H 5.87677 4.23250 -1.22482
H 6.90651 0.63479 -1.88819
H 5.29244 -1.23333 -1.40154
*
```